[1]
This record from the Open Molecules 2025 dataset describes C30H52Cl5N2O4P2Si4Ta as an isolated structure in a non-equilibrium geometry. The level of theory is the ωB97M-V functional and the def2-TZVPD basis.

Values from the calculation:
Net charge   0
E_HOMO   -6.27 eV
E   -5783.73019 Eh
Gap between HOMO and LUMO   5.0338 eV
Largest force on an atom   2.85 eV/A

Last column: Mulliken charge in e.
Cartesian coordinates (Å):
Ta1 -0.056743 -0.160371 -0.086326  -1.225
O1 1.979036 -4.345434 2.197987  0.106
C1 1.215759 -5.268774 2.998860  -0.804
O2 1.866663 -4.733669 -0.602973  0.060
C2 0.744226 -5.330191 -1.215225  -0.930
H1 0.708295 -6.021989 2.372471  0.306
H2 0.447045 -4.662689 3.481041  0.099
H3 1.838814 -5.782062 3.754209  0.342
H4 0.910518 -6.378409 -1.526272  0.422
H5 0.400617 -4.691031 -2.031029  0.157
H6 -0.056841 -5.272015 -0.371467  0.176
C3 3.033476 -4.989385 1.497003  -0.647
C4 2.570563 -5.656713 0.206576  -0.683
H7 3.476397 -5.782744 2.122156  0.385
H8 3.768901 -4.212135 1.261680  0.234
H9 1.970418 -6.553205 0.466063  0.442
H10 3.465474 -5.957486 -0.368649  0.240
Cl1 0.579457 -2.307094 -0.521216  0.258
Cl2 -0.943850 -4.518101 0.906826  -0.627
N1 -0.122053 0.852184 -1.943236  0.674
P1 2.610159 0.069159 -0.155753  0.866
P2 -2.548895 -0.899279 -0.551102  0.952
C5 -3.066673 0.119202 -1.941329  -1.383
C6 -3.133627 -0.277988 1.037890  -1.170
C7 2.711880 1.589863 -1.129134  -1.222
C8 2.832514 0.288044 1.611321  -1.243
Si1 1.310970 -0.063012 2.742769  0.294
H11 3.169422 1.324801 1.779382  0.640
H12 3.656939 -0.378235 1.919253  0.653
C9 1.116823 1.494103 3.768846  -1.030
C10 1.699960 -1.504392 3.852332  -0.887
Si2 -1.841378 -0.481880 2.445595  0.220
H13 -4.049560 -0.828360 1.302272  0.941
H14 -3.389139 0.792499 0.951184  0.352
C11 -2.080109 -2.093805 3.340010  -0.969
C12 -2.212476 0.955948 3.585644  -1.069
Si3 -1.700822 1.321749 -2.511670  0.363
H15 -3.965563 0.685169 -1.634329  0.532
H16 -3.339251 -0.521257 -2.799299  0.732
C13 -2.357013 2.981655 -1.910833  -0.668
C14 -1.712618 1.504605 -4.384311  -1.124
Si4 1.338355 1.659690 -2.454187  -0.159
H17 3.689793 1.626646 -1.638322  0.707
H18 2.609121 2.443546 -0.440080  0.636
C15 -3.184013 -2.564235 -0.883638  1.248
C16 -3.839053 -3.331879 0.096964  -0.330
H19 -4.069353 -2.906369 1.077731  -0.061
C17 -4.124377 -4.669434 -0.158744  -0.586
H20 -4.543890 -5.285585 0.636715  0.385
C18 -3.866268 -5.223931 -1.413812  -0.480
H21 -4.121539 -6.264580 -1.612502  0.374
C19 -3.297556 -4.433582 -2.419746  -0.825
H22 -3.129216 -4.849900 -3.414313  0.377
C20 -2.923056 -3.124427 -2.149025  -0.785
H23 -2.415954 -2.535549 -2.916718  0.235
C21 3.925004 -0.947898 -0.862569  0.714
C22 3.596592 -1.791897 -1.941467  -0.187
H24 2.559953 -1.945309 -2.237548  0.533
C23 4.607192 -2.445133 -2.643242  -1.138
H25 4.328343 -3.071676 -3.486732  0.451
C24 5.942740 -2.292792 -2.268482  -0.530
H26 6.722625 -2.815357 -2.826222  0.398
C25 6.268264 -1.481624 -1.173433  -0.716
H27 7.310205 -1.376615 -0.875276  0.406
C26 5.267732 -0.807767 -0.471859  -0.840
H28 5.518947 -0.163425 0.372131  0.410
H29 -1.307622 0.611322 -4.878781  0.267
H30 -1.150021 2.389459 -4.719468  0.285
H31 -2.762509 1.633118 -4.694398  0.406
H32 -2.836802 2.902915 -0.928157  0.075
H33 -3.120528 3.303360 -2.640550  0.493
H34 -1.570023 3.740652 -1.851755  0.075
C27 1.960200 0.887836 -4.036677  -1.058
C28 1.131160 3.513595 -2.722592  -0.853
H35 1.884709 -0.207635 -3.994259  0.202
H36 3.018554 1.170796 -4.153118  0.371
H37 1.384791 1.262442 -4.897555  0.323
H38 1.038890 4.036399 -1.758099  0.136
H39 0.278628 3.772045 -3.362784  0.225
H40 2.057610 3.852736 -3.212908  0.437
H41 2.216391 -2.289884 3.277563  0.049
H42 0.788781 -1.944722 4.283389  0.140
H43 2.348282 -1.147043 4.670160  0.414
H44 0.451688 2.241058 3.318703  -0.100
H45 2.117239 1.940429 3.842084  0.483
H46 0.762431 1.251335 4.778699  0.402
H47 -3.157783 -2.264124 3.497665  0.421
H48 -1.573475 -2.073811 4.317691  0.461
H49 -1.665483 -2.913513 2.730086  -0.033
H50 -1.901093 1.932321 3.191433  0.179
H51 -1.755362 0.797043 4.569242  0.306
H52 -3.305686 0.968070 3.693565  0.404
N2 -0.180719 -0.411324 1.926040  0.745
Cl3 -0.726814 5.381134 -0.016348  -0.094
C29 -0.922242 4.125613 1.239332  1.106
Cl4 -0.301319 4.713935 2.782265  -0.092
Cl5 -2.637167 3.662796 1.416575  -0.046
C30 -0.004050 2.913452 0.776830  -1.046
O3 1.198815 3.154379 0.725460  -0.686
O4 -0.573233 1.772047 0.500579  0.602

Atoms 1-6, force components in eV/Å:
Ta 0.79 -1.19 -0.29
O 0.33 -0.89 0.58
C 0.08 0.24 -0.46
O 1.16 -0.54 0.05
C -1.39 -0.56 0.86
H 0.17 0.36 0.25

[2]
This record from the Open Molecules 2025 dataset describes a 8-piece molecular cluster, C30H52N4O12 overall in a non-equilibrium geometry. The level of theory is the ωB97M-V functional and the def2-TZVPD basis.

Values from the calculation:
Net charge   0
E_HOMO   -10.15 eV
E   -2296.05727 Eh
Gap between HOMO and LUMO   10.4545 eV
Largest force on an atom   8.54 eV/A
SMILES string   C[C@H]1COC(=O)O1.C[C@H]1COC(=O)O1.COC(=O)OC.COC(=O)OC.CCCC#N.CCCC#N.CCCC#N.CCCC#N

Last column: Mulliken charge in e.
Cartesian coordinates (Å):
C1 -1.180806 -3.530480 3.842786  -1.044
C2 -1.019806 -4.499480 2.718786  0.350
C3 -2.250806 -4.769480 1.868786  -0.586
O1 -1.981806 -4.011480 0.646786  -0.389
C4 -0.763806 -3.555480 0.632786  0.505
O2 -0.297806 -2.933480 -0.297214  -0.544
O3 -0.146806 -3.800480 1.752786  -0.180
H1 -1.701806 -2.590480 3.492786  -0.123
H2 -0.195806 -3.202480 4.265786  0.294
H3 -1.718806 -4.010480 4.668786  0.508
H4 -0.538806 -5.453480 3.021786  0.343
H5 -3.186806 -4.386480 2.318786  0.363
H6 -2.249806 -5.795480 1.600786  0.334
C5 3.128194 -4.325480 -0.144214  -1.110
C6 2.802194 -5.518480 -1.125214  0.219
C7 1.661194 -6.432480 -0.582214  0.034
O4 0.757194 -6.388480 -1.691214  -0.388
C8 0.968194 -5.380480 -2.511214  0.780
O5 0.246194 -5.128480 -3.471214  -0.594
O6 2.139194 -4.785480 -2.157214  -0.340
H7 3.812194 -3.622480 -0.619214  0.435
H8 3.589194 -4.581480 0.781786  0.533
H9 2.211194 -3.697480 0.131786  -0.044
H10 3.694194 -5.991480 -1.468214  0.378
H11 1.074194 -6.037480 0.211786  -0.221
H12 1.787194 -7.528480 -0.356214  0.282
C9 0.552194 2.190520 4.248786  -0.198
O7 -0.471806 1.764520 5.035786  -0.327
C10 -0.907806 0.570520 4.860786  0.704
O8 -0.238806 -0.438480 4.110786  -0.439
O9 -2.009806 0.314520 5.624786  -0.350
C11 -2.536806 -0.981480 5.625786  -0.390
H13 1.514194 1.746520 4.540786  0.353
H14 0.564194 3.312520 4.320786  0.274
H15 0.326194 1.927520 3.176786  -0.199
H16 -1.843806 -1.811480 5.775786  0.278
H17 -3.000806 -1.135480 4.690786  0.035
H18 -3.408806 -0.904480 6.315786  0.303
C12 2.803194 5.914520 -5.609214  -0.705
O10 3.205194 5.740520 -4.249214  -0.334
C13 2.530194 4.889520 -3.474214  0.765
O11 1.389194 4.131520 -3.864214  -0.519
O12 2.904194 4.947520 -2.243214  -0.364
C14 2.235194 4.218520 -1.157214  -0.287
H19 3.235194 6.817520 -5.885214  0.344
H20 1.768194 6.182520 -5.747214  0.262
H21 3.038194 5.170520 -6.358214  0.310
H22 1.286194 4.719520 -0.860214  0.257
H23 2.903194 4.204520 -0.282214  0.336
H24 2.075194 3.196520 -1.420214  -0.065
C15 -2.993806 1.798520 2.207786  -0.757
C16 -2.985806 0.928520 0.972786  -0.363
C17 -2.527806 -0.533480 1.281786  2.722
C18 -3.630806 -1.316480 1.803786  -0.025
N1 -4.481806 -1.920480 2.301786  -0.685
H25 -1.976806 1.924520 2.617786  -0.123
H26 -3.512806 1.235520 3.029786  0.270
H27 -3.411806 2.806520 2.107786  0.449
H28 -2.465806 1.479520 0.151786  -0.168
H29 -3.978806 0.878520 0.572786  0.524
H30 -1.787806 -0.517480 2.009786  -1.521
H31 -2.003806 -0.924480 0.373786  -0.385
C19 -2.293806 3.960520 -1.785214  -0.738
C20 -1.575806 5.026520 -2.581214  0.351
C21 -1.622806 4.964520 -4.093214  -0.267
C22 -2.900806 5.297520 -4.711214  0.099
N2 -3.928806 5.656520 -5.125214  -0.496
H32 -2.034806 3.969520 -0.697214  0.241
H33 -1.957806 2.949520 -1.999214  -0.024
H34 -3.312806 4.044520 -1.938214  0.491
H35 -0.509806 5.032520 -2.328214  -0.537
H36 -1.874806 5.993520 -2.317214  0.471
H37 -1.236806 4.044520 -4.479214  0.202
H38 -0.910806 5.688520 -4.523214  0.216
C23 2.213194 -1.427480 2.268786  -1.131
C24 1.413194 -0.481480 1.340786  3.221
C25 1.948194 0.900520 1.025786  -1.177
C26 0.852194 1.609520 0.350786  0.109
N3 -0.012806 2.171520 -0.173214  -0.176
H39 2.125194 -2.507480 1.955786  -0.060
H40 2.027194 -1.184480 3.325786  0.274
H41 3.311194 -1.196480 2.219786  0.423
H42 0.301194 -0.560480 1.514786  -1.092
H43 1.390194 -1.052480 0.403786  -1.329
H44 2.672194 0.876520 0.275786  0.716
H45 2.281194 1.535520 1.871786  0.400
C27 0.261194 0.746520 -3.247214  -1.731
C28 0.182194 -0.638480 -2.637214  0.893
C29 1.426194 -1.474480 -2.930214  0.499
C30 2.568194 -1.167480 -2.062214  0.225
N4 3.449194 -1.000480 -1.414214  -0.658
H46 1.007194 1.382520 -2.786214  0.197
H47 -0.651806 1.216520 -3.156214  0.355
H48 0.556194 0.802520 -4.261214  0.533
H49 -0.647806 -1.197480 -3.181214  0.411
H50 -0.237806 -0.581480 -1.668214  -0.748
H51 1.744194 -1.442480 -3.972214  0.634
H52 1.189194 -2.527480 -2.627214  -0.573

Atoms 1-6, force components in eV/Å:
C 0.15 1.02 0.78
C 0.94 0.51 -0.42
C 0.07 1.41 -0.26
O -2.21 -1.00 0.36
C 0.53 1.31 -1.61
O 0.03 -0.41 0.55